No. 1
Density functional theory data (the ωB97M-V functional and the def2-TZVPD basis) for a molecular structure, C29H48NOP3SSn.

Properties
**LUMO level (alpha / beta)**: -13.37 / -14.01 eV
**Relative energy (zero: lowest compared OMol25 entry of this formula, charge and spin)**: 189.4 kJ/mol
**Charge**: +4
**Kohn-Sham gap (alpha / beta)**: 4.8 / 4.1 eV
**Electronic energy**: -2898.7993 Ha

Last column: Löwdin charge in e.
Geometry (Å):
Sn (0.07349, 0.38352, -0.52944)  0.933
S (-2.10668, -0.05970, 2.54933)  1.084
P (2.35712, -0.43908, -1.88563)  0.715
P (-0.79295, 2.59816, -1.26812)  0.659
P (2.27138, 0.97292, 1.16150)  0.744
O (-1.09995, -0.72843, -4.02529)  0.030
N (-0.94054, 0.64068, 1.60524)  -0.469
C (2.00764, 1.31113, 2.94484)  -0.236
C (0.85545, -2.65296, 0.96693)  -0.014
C (-2.38810, 1.08331, 3.91822)  -0.372
C (-2.51205, 3.00668, 5.98492)  -0.020
C (3.18211, -2.04752, -1.62138)  -0.206
C (-2.67258, -1.11645, -5.88173)  0.062
C (0.42562, 3.30367, -2.37633)  -0.222
C (3.72700, -0.15804, 1.31212)  -0.226
C (-2.39450, 0.68476, 5.26733)  -0.060
C (-0.24612, -3.73384, 4.54027)  -0.024
C (-0.28598, -1.33179, 4.22648)  -0.123
C (-1.38243, -3.87273, 3.73020)  -0.033
C (-2.38888, -3.21197, -7.09564)  0.073
C (3.06014, 2.55210, 0.64472)  -0.240
C (-1.16135, -3.42441, -6.46940)  0.040
C (3.67815, 0.72919, -2.34693)  -0.226
C (-2.58831, 3.40436, 4.63978)  -0.042
C (-1.95924, -2.74328, 3.15138)  -0.081
C (1.66327, -0.75509, -3.52519)  -0.291
C (-3.13259, -2.05533, -6.81711)  0.046
C (-2.17958, 1.89221, -2.22080)  -0.233
C (0.31387, -2.47119, 4.77562)  -0.040
C (-2.56705, 2.44516, 3.61565)  -0.102
C (-1.40127, -1.47304, 3.39710)  -0.443
C (-0.68896, -2.49280, -5.53256)  0.062
C (-2.42973, 1.63967, 6.29462)  -0.018
C (-1.49081, 3.82734, -0.16302)  -0.197
C (-1.48621, -1.39281, -5.18769)  -0.189
C (-0.13426, -2.54855, 0.04290)  -0.127
H (-0.68959, 4.34030, 0.40710)  0.084
H (-2.38206, 1.31824, 7.34204)  0.135
H (-2.85685, -2.81501, 2.53569)  0.120
H (1.32889, 2.16514, 3.07906)  0.059
H (0.67355, -2.34098, 1.99612)  0.045
H (4.40803, 0.23797, 2.08287)  0.082
H (2.42572, -1.19541, -4.17955)  0.081
H (-0.55183, -4.30870, -6.66510)  0.148
H (3.68806, -2.32502, -2.55920)  0.084
H (-1.15139, -2.26829, 0.32253)  0.041
H (4.27568, -0.25610, 0.36315)  0.023
H (-2.76253, -3.94147, -7.81200)  0.158
H (3.37254, -1.15241, 1.62849)  0.052
H (-0.03806, 4.21327, -2.79059)  0.087
H (2.97415, 1.54419, 3.42046)  0.079
H (0.05989, -0.33598, 4.49964)  0.102
H (2.29773, 3.34179, 0.63678)  0.046
H (-3.07183, 1.84402, -1.58167)  0.086
H (1.35078, 3.56478, -1.82839)  0.063
H (0.81835, -1.44300, -3.43703)  0.012
H (-2.01801, 4.53838, -0.83120)  0.095
H (1.86806, -2.98449, 0.72602)  0.064
H (-4.08544, -1.89084, -7.33138)  0.153
H (3.92143, -1.99790, -0.81279)  0.053
H (-2.35711, -0.37229, 5.52302)  0.119
H (-1.81845, -4.85924, 3.54678)  0.132
H (-2.69629, 2.76526, 2.58195)  0.081
H (-1.97130, 0.84388, -2.54460)  0.005
H (-0.76418, 1.56802, 1.99932)  -0.029
H (4.17087, 0.35416, -3.25387)  0.084
H (3.50640, 2.47130, -0.35328)  0.024
H (-1.39756, 0.19557, -3.95841)  0.088
H (0.68391, 2.60525, -3.18966)  0.058
H (0.05658, -2.65789, -1.03145)  0.038
H (-2.33481, 2.55087, -3.08123)  0.083
H (-2.20996, 3.35829, 0.54876)  0.055
H (2.43883, -2.81676, -1.37147)  0.045
H (3.84043, 2.81758, 1.37286)  0.080
H (-2.66230, 4.46993, 4.39071)  0.125
H (3.24673, 1.71287, -2.57443)  0.049
H (1.20537, -2.36021, 5.40284)  0.129
H (1.56913, 0.43035, 3.43380)  0.024
H (-3.24539, -0.21273, -5.66111)  0.144
H (0.22883, -4.62287, 4.96591)  0.132
H (0.26015, -2.62935, -5.02741)  0.120
H (4.43230, 0.84529, -1.55923)  0.052
H (-2.50852, 3.75667, 6.78871)  0.135
H (1.28600, 0.16776, -3.98240)  0.055


No. 2
Density functional theory data (the ωB97M-V functional and the def2-TZVPD basis) for 2 unconnected molecules or ions with the total composition C29H49BrCl4N3O.

Properties
**LUMO level**: -3.93 eV
**Charge**: +1
**Kohn-Sham gap**: 6.5 eV
**Electronic energy**: -5787.9828 Ha

Last column: Löwdin charge in e.
Geometry (Å):
Br (-4.09225, -1.79451, 0.24570)  0.704
Cl (7.96416, -0.72005, 5.23000)  0.536
Cl (6.10412, 1.21585, 4.12988)  0.515
Cl (5.84894, -1.59285, 3.44702)  0.538
Cl (5.20558, -0.68848, 6.12735)  0.519
O (-1.66770, -0.81502, 1.42595)  -0.048
N (-1.46702, 3.34153, 2.17976)  -0.027
N (-3.92159, 2.48612, 1.67063)  0.122
N (-0.12995, 2.08800, 0.67166)  0.029
C (2.14308, -1.50721, 1.51890)  -0.199
C (1.96398, 2.70875, -2.35501)  -0.006
C (-0.23767, -2.92117, -1.18619)  -0.195
C (-0.30483, -1.87601, -4.67672)  -0.208
C (-0.13411, 3.07811, 1.72030)  -0.088
C (1.78314, 2.76999, -0.89671)  -0.107
C (6.28138, -0.44680, 4.73390)  -2.018
C (-1.53478, 1.75035, 0.53067)  -0.071
C (0.94115, -3.88232, 1.02778)  -0.203
C (0.77296, -4.06370, -0.58687)  -0.171
C (2.31748, 1.66221, 3.52908)  -0.218
C (0.60477, -1.92807, -2.12864)  -0.206
C (-4.20706, 3.86529, -0.51879)  -0.035
C (-5.85496, 1.77579, 0.09564)  -0.033
C (1.44114, 0.30949, 3.40397)  -0.183
C (-1.89931, 4.28049, 3.28312)  -0.002
C (2.29456, -3.12622, 1.44579)  -0.195
C (-2.16842, 0.64718, -0.47032)  -0.052
C (1.44190, 2.99196, 3.75742)  -0.179
C (-0.26458, -1.12793, -3.22071)  -0.230
C (2.46608, -0.88950, 2.96778)  -0.207
C (-1.36012, -3.24656, -7.12089)  -0.143
C (1.15438, 3.81409, 2.36956)  -0.074
C (-2.49575, -0.63212, 0.48832)  -0.690
C (1.06597, 1.57974, -0.04928)  -0.111
C (-1.39687, -4.11006, -5.76804)  -0.255
C (-4.59201, 2.69069, 0.53885)  -0.275
C (-1.01826, -3.29577, -4.42968)  -0.218
C (-2.47695, 2.52931, 1.46723)  -0.123
H (1.01767, -4.96476, 1.43435)  0.109
H (-1.35455, 0.31845, -1.20026)  0.091
H (-6.57658, 1.56740, 0.95381)  0.098
H (1.10814, -1.22453, 1.11707)  0.080
H (-0.91113, -1.18357, -5.36351)  0.107
H (2.45213, -1.74362, 3.73966)  0.109
H (1.22563, 3.20340, -3.09583)  0.078
H (-0.96048, 4.62448, 3.83139)  0.092
H (-3.11158, 1.03507, -0.97807)  0.103
H (0.26190, -5.07106, -0.77100)  0.106
H (1.83348, 3.68703, 4.57847)  0.119
H (-2.54081, 5.13415, 2.87745)  0.113
H (-2.47424, 3.60894, 4.03035)  0.125
H (-2.11768, -2.38518, -6.99050)  0.080
H (1.10936, 0.04085, 4.48065)  0.123
H (-5.04508, 4.00471, -1.30324)  0.089
H (3.01254, 1.80908, 2.62334)  0.105
H (-1.96726, -3.10538, -3.80249)  0.108
H (2.20369, 3.72286, -0.39938)  0.100
H (3.10054, -3.40603, 0.66759)  0.110
H (-1.35321, -0.94247, -2.92199)  0.093
H (-3.99876, 4.86186, -0.00181)  0.092
H (-6.40499, 2.27358, -0.78442)  0.085
H (-0.30816, -3.92846, -3.77719)  0.108
H (-5.44944, 0.77174, -0.30809)  0.044
H (-0.29813, -2.85074, -7.33200)  0.079
H (0.19620, -0.08961, -3.43805)  0.097
H (-0.72160, -5.04350, -5.79097)  0.106
H (1.41062, -2.51534, -2.70397)  0.113
H (0.39354, 2.63122, 4.09933)  0.108
H (0.95030, 4.92574, 2.57077)  0.124
H (-2.46760, -4.51453, -5.61275)  0.105
H (1.83846, 1.14628, 0.69704)  0.115
H (2.64469, -3.58774, 2.43863)  0.106
H (-1.66361, -3.91809, -8.00407)  0.078
H (-0.60078, -2.32562, -0.28017)  0.062
H (-3.29906, 3.48146, -1.12420)  0.087
H (-1.16137, -3.38034, -1.67855)  0.097
H (0.73487, 0.79736, -0.82070)  0.110
H (1.19070, -1.20799, -1.43585)  0.089
H (2.97761, 1.51684, 4.46960)  0.105
H (0.78612, -1.96795, -5.02869)  0.121
H (1.77751, -4.02553, -1.12667)  0.102
H (2.88473, 2.21718, -2.85317)  0.082
H (-0.01059, -3.44732, 1.50708)  0.112
H (3.53940, -0.44061, 3.00952)  0.047
H (0.54105, 0.39808, 2.70679)  0.085
H (2.95724, -1.10104, 0.79937)  0.111
H (2.07800, 3.67265, 1.69688)  0.097